Entry one
This record from the OMol25 dataset describes the ion C8H15N2O with charge +1. The level of theory is the ωB97M-V functional and the def2-TZVPD basis.

Each atom is followed by the atoms it is bonded to, with distances in Å.
Element x y z (Å)
1 O 1.42 0.38 2.23  C11 1.393, H13 0.978
2 N -1.17 1.62 0.47  C7 1.316, C9 1.455, H15 1.024
3 N 0.02 -0.43 0.54  C7 1.284, C11 1.439, H20 1.009
4 C -2.18 -1.69 -0.65  C8 1.549, H12 1.110, H14 1.193, H22 1.197
5 C 1.71 -1.51 -1.87  C10 1.370, H16 1.022, H19 1.023
6 C 2.36 0.04 -0.03  C10 1.433, C11 1.370, H18 1.114
7 C -1.00 0.32 0.34  N2 1.316, N3 1.284, C8 1.475
8 C -2.28 -0.40 0.21  C4 1.549, C7 1.475, H23 1.144, H25 1.123
9 C -0.12 2.59 0.78  N2 1.455, H21 1.053, H24 1.122, H26 1.091
10 C 2.40 -0.42 -1.38  C5 1.370, C6 1.433, H17 1.152
11 C 1.34 0.01 0.89  O1 1.393, N3 1.439, C6 1.370
12 H -1.70 -1.37 -1.60  C4 1.110
13 H 2.35 0.17 2.44  O1 0.978
14 H -3.32 -2.01 -0.75  C4 1.193
15 H -1.96 1.87 -0.12  N2 1.024
16 H 1.25 -2.17 -1.25  C5 1.022
17 H 2.95 0.32 -2.07  C10 1.152
18 H 3.38 0.33 0.31  C6 1.114
19 H 1.68 -1.79 -2.85  C5 1.023
20 H -0.20 -1.39 0.77  N3 1.009
21 H -0.67 3.38 1.22  C9 1.053
22 H -1.65 -2.61 -0.09  C4 1.197
23 H -3.14 0.32 -0.03  C8 1.144
24 H 0.41 3.00 -0.11  C9 1.122
25 H -2.56 -0.70 1.26  C8 1.123
26 H 0.69 2.12 1.34  C9 1.091

Output
Gap between HOMO and LUMO ... 9.438 eV
HOMO level ... -12.538 eV
Charge ... +1
SMILES ... C=C/C=C(/O)N/C(CC)=[NH+]\C
LUMO energy ... -3.10 eV

Entry two
This record from the OMol25 dataset describes a cluster of 2 separate species, C8H15N2O in total. The level of theory is the ωB97M-V functional and the def2-TZVPD basis.

Each atom is followed by the atoms it is bonded to, with distances in Å.
Element x y z (Å)
1 O -0.16 3.15 0.34  C6 1.165
2 N -0.54 0.97 -0.71  C6 1.445, C7 1.405, C9 1.367
3 N 2.07 0.11 0.44  C4 1.426, C5 1.424, H22 0.976
4 C 2.37 0.75 -0.80  N3 1.426, H15 1.098, H17 1.025, H23 1.160
5 C 2.35 -1.28 0.59  N3 1.424, H12 1.132, H18 1.117, H19 1.102
6 C -0.31 2.00 0.28  O1 1.165, N2 1.445, C9 1.406
7 C -1.51 0.34 -1.51  N2 1.405, C11 1.606, H21 1.114, H25 1.154
8 C -2.28 -0.48 0.85  C10 1.600, C11 1.554, H13 1.141, H26 1.077
9 C -0.20 0.63 0.57  N2 1.367, C6 1.406, C10 1.493
10 C -0.75 -0.55 1.31  C8 1.600, C9 1.493, H14 1.054, H16 1.142
11 C -2.56 -0.54 -0.68  C7 1.606, C8 1.554, H20 1.112, H24 1.133
12 H 1.39 -1.86 0.76  C5 1.132
13 H -2.70 0.50 1.24  C8 1.141
14 H -0.26 -1.44 1.03  C10 1.054
15 H 1.97 1.77 -0.78  C4 1.098
16 H -0.48 -0.36 2.40  C10 1.142
17 H 2.06 0.20 -1.60  C4 1.025
18 H 3.11 -1.61 1.34  C5 1.117
19 H 2.67 -1.65 -0.39  C5 1.102
20 H -3.56 -0.08 -0.83  C11 1.112
21 H -0.96 -0.28 -2.25  C7 1.114
22 H 2.18 0.59 1.28  N3 0.976
23 H 3.50 0.86 -1.05  C4 1.160
24 H -2.43 -1.60 -1.07  C11 1.133
25 H -2.11 1.11 -2.12  C7 1.154
26 H -2.86 -1.24 1.35  C8 1.077

Output
Gap between HOMO and LUMO (alpha / beta) ... 8.612 / 8.612 eV
HOMO level (alpha / beta) ... -13.322 / -13.321 eV
Charge ... +1
LUMO energy (alpha / beta) ... -4.71 / -4.71 eV

Entry three
This record from the OMol25 dataset describes the ion C8H15N2O with charge +1. The level of theory is the ωB97M-V functional and the def2-TZVPD basis.

Each atom is followed by the atoms it is bonded to, with distances in Å.
Element x y z (Å)
1 O 2.16 0.39 -1.00  C9 1.412, C10 1.396
2 N 3.72 -0.15 0.57  C10 1.348, H17 0.949, H19 0.952
3 N 1.44 -0.74 0.90  C10 1.294, H25 0.975
4 C -2.09 0.18 1.22  C6 1.497, C11 1.566, H13 1.133, H23 1.057
5 C -0.22 0.49 -0.52  C8 1.527, C9 1.474, C11 1.416
6 C -2.69 0.45 -0.13  C4 1.497, C11 1.526, H14 1.115, H16 1.110
7 C -1.31 -1.77 -0.30  C11 1.524, H12 1.132, H22 1.189, H26 1.065
8 C 0.01 1.92 -0.04  C5 1.527, H15 1.057, H18 1.100, H24 1.040
9 C 0.86 0.05 -1.43  O1 1.412, C5 1.474, H20 1.108, H21 1.173
10 C 2.41 -0.18 0.25  O1 1.396, N2 1.348, N3 1.294
11 C -1.34 -0.26 -0.08  C4 1.566, C5 1.416, C6 1.526, C7 1.524
12 H -1.26 -1.87 -1.43  C7 1.132
13 H -2.47 -0.84 1.54  C4 1.133
14 H -2.35 1.40 -0.60  C6 1.115
15 H -0.74 2.67 -0.04  C8 1.057
16 H -3.71 0.09 -0.38  C6 1.110
17 H 3.99 -0.52 1.41  N2 0.949
18 H 0.39 1.87 0.99  C8 1.100
19 H 4.34 -0.07 -0.14  N2 0.952
20 H 0.84 -1.05 -1.58  C9 1.108
21 H 0.56 0.61 -2.42  C9 1.173
22 H -2.35 -2.20 0.09  C7 1.189
23 H -1.91 0.89 1.98  C4 1.057
24 H 0.69 2.23 -0.75  C8 1.040
25 H 1.53 -1.34 1.66  N3 0.975
26 H -0.51 -2.24 0.22  C7 1.065

Output
Gap between HOMO and LUMO ... 8.540 eV
HOMO level ... -13.657 eV
Charge ... +1
LUMO energy ... -5.12 eV

Looking at the structures above, which would you pick as the most stable? I would pick entry one.